ORCA calculation (the ωB97M-V functional and the def2-TZVPD basis) on C12H36MgO6S6 as an isolated structure.

* LUMO energy: -4.10 eV
* charge: +2
* 2S+1: 1
* E_HOMO: -14.5 eV
* gap between HOMO and LUMO: 0.38111 Eh

Each line ends with the natural charge from an NBO analysis.
CARTESIAN COORDINATES (ANGSTROEM)
Mg  0.234  -0.163  0.035  1.787
C  -4.266  -1.085  0.218  -0.838
S  -2.900  -1.136  1.387  1.254
O  -1.633  -1.035  0.569  -1.091
C  -3.027  -2.949  1.739  -0.750
H  -5.244  -1.363  0.631  0.267
H  -4.038  -1.731  -0.610  0.238
H  -4.353  -0.047  -0.234  0.242
H  -4.028  -3.120  2.108  0.244
H  -2.262  -3.192  2.431  0.240
H  -2.861  -3.313  0.770  0.229
C  -0.207  -1.656  -3.447  -0.810
S  -1.471  -0.798  -2.558  1.281
O  -0.579  0.216  -1.816  -1.116
C  -2.040  0.094  -3.950  -0.831
H  0.072  -0.936  -4.181  0.231
H  -0.659  -2.584  -3.916  0.249
H  0.603  -1.933  -2.794  0.278
H  -2.433  -0.521  -4.721  0.265
H  -1.273  0.737  -4.336  0.249
H  -2.900  0.659  -3.549  0.243
C  2.129  2.583  -2.735  -0.786
S  2.496  2.331  -0.900  1.168
O  2.178  0.877  -0.486  -1.057
C  4.318  2.462  -0.982  -0.764
H  2.280  3.620  -3.037  0.248
H  1.137  2.297  -3.033  0.246
H  2.747  1.962  -3.317  0.232
H  4.568  3.439  -1.471  0.260
H  4.578  1.601  -1.546  0.240
H  4.592  2.322  0.036  0.246
C  -0.391  4.337  0.591  -0.809
S  -0.599  2.769  -0.265  1.174
O  -0.508  1.645  0.834  -1.086
C  -2.464  2.687  -0.623  -0.738
H  -0.692  5.224  0.024  0.269
H  0.646  4.231  0.886  0.253
H  -1.049  4.320  1.459  0.245
H  -2.644  1.641  -0.576  0.236
H  -2.664  3.182  -1.584  0.242
H  -2.937  3.270  0.178  0.239
C  2.039  0.160  4.421  -0.828
S  1.086  0.752  3.050  1.279
O  0.679  -0.480  2.190  -1.098
C  -0.368  1.021  3.971  -0.818
H  1.577  -0.516  5.201  0.260
H  2.522  1.053  4.802  0.253
H  2.766  -0.334  3.807  0.242
H  -0.009  1.530  4.889  0.246
H  -0.779  0.043  4.103  0.247
H  -1.048  1.631  3.383  0.252
C  1.222  -3.586  1.458  -0.844
S  2.144  -2.571  0.350  1.295
O  1.157  -1.908  -0.596  -1.108
C  2.784  -3.881  -0.698  -0.807
H  1.885  -4.133  2.080  0.255
H  0.607  -4.335  0.993  0.241
H  0.649  -2.998  2.142  0.263
H  2.020  -4.678  -0.834  0.242
H  3.609  -4.375  -0.283  0.251
H  3.000  -3.338  -1.657  0.257

***

ORCA calculation (the ωB97M-V functional and the def2-TZVPD basis) on C12H36N3O6Ti2 as an isolated structure.

* LUMO energy (alpha / beta): 2.59 / 2.57 eV
* <S²>: 12.006
* charge: -1
* 2S+1: 7
* E_HOMO (alpha / beta): -1.2 / -5.0 eV
* gap between HOMO and LUMO (alpha / beta): 0.13875 / 0.27734 Eh

Each line ends with the natural charge from an NBO analysis.
CARTESIAN COORDINATES (ANGSTROEM)
Ti  0.709  -0.345  -4.544  0.379
Ti  -0.742  0.956  -2.298  1.197
O  -2.770  -0.037  -2.814  -1.312
H  -3.703  -0.171  -2.709  0.439
O  0.482  -1.107  -2.349  -1.274
H  1.333  -1.483  -2.620  0.443
O  -0.293  1.686  -4.570  -1.338
H  0.001  2.486  -4.994  0.451
C  2.477  -1.376  1.232  -0.627
C  2.595  -0.003  0.653  -0.078
C  3.679  0.169  -0.386  -0.065
O  4.937  0.350  0.217  -0.541
C  6.021  0.355  -0.649  -0.242
N  1.321  0.432  0.025  -0.886
H  2.388  -2.146  0.453  0.214
H  1.667  -1.561  1.933  0.209
H  3.394  -1.729  1.729  0.208
H  2.756  0.742  1.443  0.182
H  3.514  1.017  -1.070  0.175
H  3.646  -0.649  -1.126  0.171
H  6.975  0.306  -0.132  0.184
H  5.995  1.192  -1.355  0.161
H  6.023  -0.534  -1.297  0.162
H  0.536  0.216  0.623  0.352
H  1.188  -0.121  -0.838  0.409
C  -0.910  5.196  -0.402  -0.637
C  -0.476  3.832  0.169  -0.067
C  -1.693  2.945  0.452  -0.069
O  -2.681  3.575  1.263  -0.547
C  -3.797  2.726  1.356  -0.249
N  0.389  3.119  -0.794  -0.851
H  -1.903  5.421  -0.001  0.231
H  -1.064  5.215  -1.482  0.214
H  -0.233  5.990  -0.092  0.205
H  0.101  4.051  1.072  0.176
H  -1.367  2.038  0.973  0.173
H  -2.142  2.729  -0.525  0.167
H  -3.512  1.760  1.785  0.167
H  -4.319  2.538  0.410  0.177
H  -4.561  3.195  1.980  0.182
H  0.841  3.868  -1.318  0.361
H  1.180  2.703  -0.309  0.400
C  -1.851  -1.383  0.657  -0.598
C  -1.213  -2.786  0.777  -0.073
C  -2.089  -3.728  1.557  -0.070
O  -1.498  -5.020  1.587  -0.547
C  -1.828  -5.752  2.741  -0.237
N  -1.040  -3.253  -0.607  -0.842
H  -1.217  -0.667  0.126  0.199
H  -2.099  -0.975  1.644  0.182
H  -2.798  -1.570  0.149  0.233
H  -0.230  -2.652  1.237  0.160
H  -3.031  -3.857  1.008  0.177
H  -2.377  -3.334  2.537  0.164
H  -1.421  -5.229  3.613  0.157
H  -1.458  -6.772  2.715  0.186
H  -2.916  -5.784  2.872  0.156
H  -0.550  -4.148  -0.623  0.348
H  -0.371  -2.639  -1.081  0.399

***

ORCA calculation (the ωB97M-V functional and the def2-TZVPD basis) on C12H36O10PS6Tl as an isolated structure.

* LUMO energy: -3.05 eV
* charge: 0
* 2S+1: 1
* E_HOMO: -7.6 eV
* gap between HOMO and LUMO: 0.16879 Eh

Each line ends with the natural charge from an NBO analysis.
CARTESIAN COORDINATES (ANGSTROEM)
Tl  0.287  1.582  -0.745  0.851
P  -0.644  4.184  -2.182  2.389
O  -1.032  5.492  -2.878  -0.968
O  0.339  3.273  -3.009  -0.765
O  -1.766  3.180  -1.853  -0.924
O  0.126  4.342  -0.863  -0.735
C  -2.585  -1.496  1.875  -0.817
S  -0.763  -1.721  1.794  1.234
O  -0.263  -0.484  1.091  -0.950
C  -0.326  -1.475  3.526  -0.848
H  -2.867  -0.518  2.266  0.236
H  -2.958  -2.241  2.577  0.217
H  -3.101  -1.464  0.915  0.247
H  -0.848  -2.078  4.269  0.232
H  -0.534  -0.448  3.827  0.237
H  0.713  -1.715  3.752  0.241
C  -0.077  2.722  4.599  -0.804
S  1.105  2.075  3.341  1.168
O  0.631  2.461  1.892  -0.924
C  2.658  2.943  3.711  -0.837
H  -1.030  2.246  4.369  0.237
H  -0.252  3.797  4.627  0.236
H  0.226  2.398  5.595  0.224
H  2.568  3.776  4.408  0.231
H  3.093  3.216  2.749  0.279
H  3.429  2.333  4.181  0.224
C  -4.011  0.826  -1.529  -0.798
S  -2.952  -0.518  -2.168  1.197
O  -1.803  -0.491  -1.161  -0.970
C  -4.057  -1.978  -1.829  -0.814
H  -3.409  1.733  -1.576  0.296
H  -4.233  0.572  -0.492  0.219
H  -4.886  0.888  -2.175  0.218
H  -4.032  -2.142  -0.752  0.222
H  -3.751  -2.830  -2.436  0.231
H  -5.097  -1.744  -2.060  0.234
C  3.217  -0.676  2.185  -0.814
S  3.750  0.285  0.688  1.255
O  2.789  1.489  0.681  -0.982
C  5.253  1.071  1.308  -0.817
H  3.937  -1.471  2.379  0.211
H  2.214  -1.037  1.959  0.257
H  3.351  -0.013  3.040  0.220
H  5.586  1.482  0.355  0.244
H  5.892  0.349  1.817  0.221
H  5.022  1.874  2.008  0.230
C  -0.145  -3.121  -1.487  -0.810
S  1.577  -2.488  -1.287  1.212
O  1.599  -1.005  -0.843  -0.949
C  2.016  -3.456  0.227  -0.811
H  -0.810  -2.803  -0.684  0.238
H  -0.115  -4.210  -1.437  0.214
H  -0.624  -2.794  -2.410  0.240
H  1.984  -4.528  0.031  0.225
H  1.266  -3.300  1.003  0.218
H  2.980  -3.103  0.594  0.233
C  -1.207  1.061  -4.891  -0.812
S  0.152  -0.164  -4.575  1.236
O  0.345  -0.180  -3.074  -0.980
C  -0.755  -1.736  -4.936  -0.817
H  -1.138  2.024  -4.385  0.286
H  -2.225  0.674  -4.842  0.218
H  -0.976  1.178  -5.950  0.211
H  -1.207  -1.608  -5.920  0.225
H  -1.589  -1.931  -4.263  0.218
H  -0.039  -2.558  -4.948  0.232

***

Energy relative to the best compared isomer or geometry (same formula, charge and spin), respectively: 45.5, 0.0, 212.0 kJ/mol.
Electronic energy, respectively: -95756.5426, -76008.3913, -112487.7015 eV.